1.
The following is a DFT calculation (wB97M-V/def2-TZVPD) of a 12-piece molecular cluster, C40H92N4O32S8 overall in a non-equilibrium geometry.

The geometry in ORCA input format:
```
! RIJCOSX wB97M-V def2-TZVPD def2/J DEFGRID3
* xyz 0 1
O -2.28 25.72 14.42
S -2.57 25.89 15.81
O -1.59 26.52 16.66
O -4.07 26.53 15.98
C -4.96 25.47 16.31
C -4.20 24.49 17.16
O -2.94 24.44 16.48
H -5.83 25.92 16.80
H -5.33 25.05 15.37
H -4.76 23.56 17.28
H -4.09 24.82 18.19
O 2.93 22.39 20.97
S 3.81 23.18 20.17
O 3.26 23.80 19.00
O 4.74 24.10 21.18
C 6.11 23.72 21.20
C 6.21 22.38 20.50
O 5.06 22.25 19.67
H 6.78 24.43 20.71
H 6.41 23.61 22.24
H 6.21 21.61 21.27
H 7.05 22.22 19.83
O 3.36 29.20 18.44
S 3.51 27.78 18.53
O 2.51 26.94 17.94
O 5.00 27.41 17.97
C 5.94 27.67 18.98
C 5.25 27.30 20.30
O 3.87 27.29 20.03
H 6.87 27.12 18.86
H 6.20 28.73 18.92
H 5.46 27.93 21.16
H 5.56 26.28 20.58
O 2.22 30.17 13.34
S 2.21 28.76 13.59
O 2.80 28.25 14.80
O 0.76 28.16 13.42
C 0.84 26.82 13.00
C 2.11 26.72 12.10
O 2.79 27.96 12.31
H 0.87 26.13 13.84
H -0.08 26.64 12.44
H 1.90 26.68 11.03
H 2.71 25.83 12.30
O -4.75 19.50 13.99
S -3.81 20.28 13.25
O -3.89 20.31 11.83
O -3.70 21.76 13.90
C -2.85 21.77 15.05
C -2.06 20.44 15.01
O -2.27 19.97 13.69
H -2.15 22.57 14.85
H -3.42 21.95 15.95
H -2.39 19.70 15.75
H -1.00 20.61 15.18
O 0.80 23.62 12.99
S 1.19 23.13 14.29
O 1.40 21.72 14.49
O 2.50 23.98 14.73
C 2.35 24.70 15.96
C 1.04 24.29 16.55
O 0.25 23.76 15.45
H 3.18 24.53 16.64
H 2.31 25.75 15.68
H 0.38 25.03 16.99
H 1.10 23.48 17.28
O -1.37 22.10 17.57
S -1.23 22.67 18.88
O -1.39 24.09 18.95
O -2.07 21.78 19.92
C -1.38 20.54 20.11
C 0.08 20.99 20.27
O 0.17 22.18 19.48
H -1.72 20.00 20.99
H -1.52 19.97 19.19
H 0.78 20.23 19.95
H 0.24 21.24 21.32
O -0.45 17.74 15.44
S 0.13 18.15 16.69
O -0.66 18.34 17.87
O 1.45 17.24 17.03
C 2.63 17.79 16.48
C 2.26 19.16 15.90
O 1.04 19.49 16.55
H 3.34 17.94 17.30
H 3.09 17.11 15.77
H 2.19 19.16 14.81
H 3.00 19.94 16.06
C 3.42 23.45 10.61
C 4.89 23.06 10.48
N 5.44 23.28 9.14
C 6.90 23.27 9.25
C 7.57 23.85 8.01
C 4.85 22.39 8.14
C 5.39 20.96 8.18
H 3.27 24.41 10.10
H 3.04 23.58 11.63
H 2.70 22.70 10.28
H 5.43 23.51 11.31
H 5.07 21.99 10.71
H 7.25 23.72 10.18
H 7.26 22.24 9.39
H 7.27 24.86 7.75
H 8.66 23.87 8.10
H 7.35 23.19 7.17
H 5.08 22.91 7.20
H 3.76 22.49 8.18
H 6.37 20.83 7.72
H 4.79 20.36 7.48
H 5.27 20.43 9.12
C 0.06 26.44 6.60
C 0.89 26.25 7.89
N 0.37 26.87 9.09
C -0.93 26.33 9.52
C -0.98 24.85 9.88
C 0.18 28.32 9.06
C 1.39 29.11 8.52
H -0.98 26.19 6.81
H 0.39 25.86 5.74
H -0.02 27.47 6.24
H 0.95 25.17 8.07
H 1.93 26.54 7.78
H -1.29 26.86 10.40
H -1.71 26.60 8.78
H -0.56 24.60 10.85
H -2.01 24.49 9.90
H -0.43 24.20 9.18
H -0.14 28.73 10.01
H -0.61 28.52 8.31
H 1.20 30.16 8.74
H 1.49 29.04 7.44
H 2.33 28.89 9.02
C 3.30 20.03 11.99
C 2.59 19.47 10.75
N 1.37 18.69 11.02
C 0.47 19.43 11.92
C -0.23 20.64 11.26
C 1.58 17.38 11.59
C 0.38 16.46 11.57
H 3.29 19.27 12.78
H 2.89 20.98 12.32
H 4.37 20.20 11.80
H 2.39 20.17 9.94
H 3.29 18.76 10.29
H -0.40 18.84 12.22
H 0.90 19.62 12.91
H 0.56 21.36 11.05
H -0.78 20.27 10.40
H -0.89 21.08 12.00
H 1.85 17.40 12.66
H 2.42 16.87 11.12
H -0.09 16.44 12.56
H 0.53 15.43 11.27
H -0.40 16.73 10.85
C 4.80 22.00 15.65
C 5.90 21.08 16.20
N 5.54 19.67 16.18
C 5.49 19.18 14.79
C 6.87 19.05 14.08
C 6.56 18.96 16.97
C 6.36 17.44 17.01
H 4.26 21.67 14.76
H 5.20 22.98 15.39
H 3.98 22.06 16.38
H 6.77 21.30 15.57
H 6.14 21.41 17.21
H 4.91 19.81 14.12
H 4.99 18.22 14.84
H 7.57 19.88 14.21
H 6.75 18.83 13.03
H 7.41 18.23 14.56
H 7.56 19.21 16.60
H 6.55 19.32 18.00
H 7.05 16.94 17.69
H 5.37 17.13 17.33
H 6.60 16.96 16.05
*
```

The frontier orbital gap is 7.80 eV. The value obtained for the HOMO energy is -8.10 eV. Its SMILES is O=S1(=O)OCCO1.O=S1(=O)OCCO1.O=S1(=O)OCCO1.O=S1(=O)OCCO1.O=S1(=O)OCCO1.O=S1(=O)OCCO1.O=S1(=O)OCCO1.O=S1(=O)OCCO1.CCN(CC)CC.CCN(CC)CC.CCN(CC)CC.CCN(CC)CC. For the total energy, the calculation gives -201124.680 eV. As for the max |F|: 2.224 eV/Å.

=====

2.
The following is a DFT calculation (wB97M-V/def2-TZVPD) of a 7-piece molecular cluster, C40H94N8O7 overall in a non-equilibrium geometry.

The geometry in ORCA input format:
```
! RIJCOSX wB97M-V def2-TZVPD def2/J DEFGRID3
* xyz 0 1
C 21.70 -16.39 4.87
C 22.20 -15.84 6.25
C 22.05 -16.95 7.37
C 23.74 -15.62 6.15
C 24.21 -14.32 5.43
C 23.47 -13.05 5.94
C 21.89 -13.24 5.99
C 21.31 -12.11 6.90
C 21.38 -13.14 4.55
N 21.51 -14.56 6.65
O 20.20 -14.70 6.83
H 21.97 -15.77 4.02
H 22.05 -17.40 4.69
H 20.62 -16.56 4.92
H 21.04 -17.35 7.26
H 22.79 -17.72 7.12
H 22.18 -16.46 8.34
H 24.22 -15.79 7.12
H 24.19 -16.43 5.57
H 25.27 -14.09 5.58
H 24.14 -14.37 4.35
H 23.62 -12.26 5.21
H 23.89 -12.54 6.81
H 21.79 -11.19 6.57
H 21.67 -12.20 7.92
H 20.23 -12.06 7.01
H 20.34 -13.39 4.31
H 22.00 -13.74 3.88
H 21.41 -12.10 4.25
H 20.14 -14.90 7.76
C 16.78 -12.75 5.98
C 15.87 -13.57 5.00
C 14.69 -12.68 4.55
C 16.76 -14.01 3.74
C 17.67 -15.21 3.98
C 16.82 -16.41 4.59
C 15.91 -16.04 5.79
C 14.92 -17.19 5.91
C 16.81 -15.90 7.08
N 15.19 -14.82 5.46
O 14.24 -14.45 6.36
H 16.91 -11.77 5.53
H 16.31 -12.70 6.96
H 17.75 -13.21 6.19
H 14.03 -13.15 3.82
H 14.05 -12.32 5.36
H 15.12 -11.82 4.03
H 16.20 -14.27 2.84
H 17.47 -13.22 3.47
H 18.09 -15.46 3.01
H 18.55 -14.96 4.57
H 17.52 -17.22 4.79
H 16.23 -16.79 3.76
H 14.16 -17.05 5.13
H 14.31 -17.29 6.80
H 15.27 -18.18 5.63
H 16.22 -15.24 7.72
H 17.80 -15.50 6.87
H 16.94 -16.81 7.67
H 13.49 -14.85 5.92
C 16.20 -21.71 6.83
C 17.63 -21.27 7.03
C 17.69 -19.71 7.07
C 18.03 -21.69 8.49
C 19.54 -21.80 8.79
C 20.31 -22.51 7.68
C 20.02 -21.94 6.20
C 20.87 -20.64 5.97
C 20.53 -23.07 5.12
N 18.53 -21.84 6.03
O 18.17 -21.65 4.68
H 15.55 -21.17 7.53
H 15.87 -21.38 5.84
H 16.01 -22.78 6.92
H 17.22 -19.20 7.91
H 18.67 -19.24 7.11
H 17.38 -19.31 6.11
H 17.54 -20.93 9.11
H 17.49 -22.55 8.88
H 19.94 -20.80 8.95
H 19.70 -22.39 9.69
H 19.82 -23.49 7.71
H 21.36 -22.66 7.94
H 21.57 -20.89 5.18
H 21.49 -20.39 6.84
H 20.27 -19.77 5.71
H 20.49 -22.70 4.09
H 19.99 -24.00 5.24
H 21.57 -23.38 5.27
H 17.86 -22.50 4.35
C 19.21 -10.43 10.24
O 19.00 -11.63 10.99
C 19.90 -12.68 10.76
C 19.46 -13.74 9.76
C 18.02 -14.29 9.95
N 20.32 -14.90 9.85
H 18.35 -9.76 10.21
H 19.28 -10.79 9.22
H 20.12 -9.85 10.44
H 20.88 -12.30 10.48
H 20.10 -13.15 11.73
H 19.31 -13.37 8.74
H 17.77 -14.94 9.11
H 17.28 -13.49 9.86
H 17.79 -14.77 10.89
H 21.27 -14.70 9.57
H 20.44 -14.91 10.85
C 25.72 -16.12 11.25
O 25.31 -16.86 10.13
C 24.38 -17.92 10.41
C 24.53 -19.05 9.36
C 23.33 -20.11 9.59
N 25.78 -19.78 9.61
H 26.31 -15.21 11.13
H 26.44 -16.77 11.74
H 24.87 -15.79 11.85
H 24.45 -18.21 11.46
H 23.35 -17.54 10.40
H 24.48 -18.67 8.33
H 22.39 -19.64 9.29
H 23.18 -20.45 10.62
H 23.47 -21.00 8.98
H 26.66 -19.28 9.56
H 25.73 -20.37 10.43
C 26.64 -11.48 7.96
O 25.44 -10.84 7.61
C 25.76 -9.76 6.76
C 24.38 -9.14 6.36
C 24.43 -8.50 4.92
N 23.95 -8.18 7.34
H 27.23 -10.90 8.66
H 27.23 -11.73 7.08
H 26.41 -12.36 8.56
H 26.45 -9.06 7.24
H 26.23 -10.20 5.88
H 23.68 -9.97 6.34
H 25.11 -7.65 4.83
H 23.47 -7.99 4.81
H 24.64 -9.12 4.04
H 24.69 -7.49 7.39
H 23.17 -7.74 6.87
N 23.27 -11.74 9.90
C 23.67 -11.99 11.10
N 23.88 -10.87 11.75
O 23.73 -13.08 11.60
H 23.72 -10.98 9.41
H 23.17 -12.58 9.36
H 24.08 -11.04 12.73
H 23.61 -9.95 11.42
*
```

The frontier orbital gap is 8.36 eV. The value obtained for the HOMO energy is -7.84 eV. Its SMILES is CC1(C)CCCC(C)(C)N1O.CC1(C)CCCC(C)(C)N1O.CC1(C)CCCC(C)(C)N1O.COC[C@H](C)N.COC[C@H](C)N.COC[C@H](C)N.NC(N)=O. For the total energy, the calculation gives -69250.225 eV. As for the max |F|: 5.735 eV/Å.

=====

3.
The following is a DFT calculation (wB97M-V/def2-TZVPD) of C40H95N5O20S5 as an isolated structure in a non-equilibrium geometry.

The geometry in ORCA input format:
```
! RIJCOSX wB97M-V def2-TZVPD def2/J DEFGRID3
* xyz 0 1
C -1.23 3.52 6.66
C -0.15 4.16 5.79
N 1.13 3.47 5.89
C 2.26 4.32 5.48
C 2.27 5.68 6.18
C 1.10 2.25 5.07
C 2.42 1.47 5.04
H -2.17 4.06 6.56
H -1.01 3.63 7.73
H -1.35 2.46 6.40
H -0.52 4.26 4.76
H -0.09 5.18 6.17
H 3.16 3.87 5.89
H 2.28 4.50 4.40
H 3.32 6.01 6.08
H 1.83 6.49 5.60
H 2.08 5.70 7.25
H 0.82 2.44 4.02
H 0.33 1.63 5.53
H 2.59 1.20 6.09
H 3.33 2.03 4.83
H 2.41 0.61 4.38
C -3.80 0.86 -4.26
C -5.07 1.29 -3.50
N -5.27 0.59 -2.20
C -5.41 -0.83 -2.34
C -5.71 -1.53 -1.00
C -4.26 1.03 -1.23
C -4.22 2.54 -1.02
H -3.75 1.30 -5.25
H -3.86 -0.23 -4.32
H -2.85 1.12 -3.79
H -5.06 2.37 -3.37
H -6.04 1.13 -3.97
H -6.15 -1.09 -3.10
H -4.58 -1.44 -2.76
H -6.12 -0.81 -0.29
H -6.34 -2.39 -1.19
H -4.77 -1.81 -0.52
H -3.26 0.65 -1.50
H -4.54 0.58 -0.27
H -5.24 2.90 -1.13
H -3.62 3.05 -1.78
H -3.84 2.93 -0.07
C 1.96 2.18 -0.32
C 0.79 1.19 -0.67
N 0.05 0.41 0.31
C 0.84 -0.67 0.87
C 0.68 -1.96 0.04
C -0.37 1.31 1.40
C -1.56 0.84 2.21
H 2.49 2.32 -1.27
H 2.68 1.74 0.38
H 1.65 3.13 0.10
H 0.08 1.87 -1.14
H 1.18 0.54 -1.46
H 1.89 -0.53 1.13
H 0.29 -1.02 1.75
H 0.99 -1.74 -0.99
H 1.25 -2.80 0.43
H -0.35 -2.25 -0.17
H -0.67 2.28 0.98
H 0.46 1.56 2.06
H -1.36 -0.09 2.76
H -2.41 0.55 1.58
H -2.03 1.59 2.85
C 3.05 4.26 -3.78
C 3.27 3.66 -5.17
N 3.27 4.60 -6.27
C 2.03 5.39 -6.41
C 0.77 4.52 -6.38
C 4.42 5.53 -6.31
C 5.75 4.81 -6.55
H 2.03 4.58 -3.59
H 3.63 5.19 -3.72
H 3.46 3.63 -2.99
H 4.31 3.31 -5.08
H 2.74 2.74 -5.41
H 2.14 5.86 -7.40
H 1.95 6.24 -5.72
H 0.59 4.42 -5.30
H 0.83 3.48 -6.71
H -0.06 5.05 -6.83
H 4.18 6.10 -7.21
H 4.57 6.17 -5.44
H 5.70 4.41 -7.57
H 6.58 5.51 -6.42
H 6.02 4.07 -5.79
C -3.09 -7.35 3.09
C -2.72 -5.98 2.54
N -3.85 -5.06 2.68
C -3.57 -3.72 2.11
C -2.59 -2.99 3.00
C -5.10 -5.53 2.08
C -4.99 -6.10 0.67
H -3.45 -7.27 4.12
H -2.25 -8.06 3.11
H -3.86 -7.80 2.47
H -1.95 -5.56 3.19
H -2.34 -6.11 1.52
H -3.24 -3.82 1.07
H -4.47 -3.09 2.10
H -2.95 -2.97 4.02
H -1.60 -3.45 3.01
H -2.41 -1.98 2.62
H -5.88 -4.77 2.11
H -5.52 -6.32 2.72
H -4.45 -7.05 0.57
H -4.70 -5.31 -0.02
H -5.92 -6.44 0.19
C 4.79 -0.95 1.99
C 6.26 -0.59 1.77
O 6.85 -0.41 3.05
S 5.95 -1.17 4.20
O 6.01 -0.49 5.45
O 6.12 -2.59 4.11
O 4.56 -0.85 3.41
H 4.46 -1.95 1.68
H 3.99 -0.31 1.61
H 6.34 0.32 1.17
H 6.79 -1.33 1.17
C 2.61 6.20 -0.55
C 1.29 6.45 -1.26
O 0.34 6.13 -0.23
S 0.98 6.08 1.26
O 1.17 4.75 1.79
O 0.18 6.89 2.14
O 2.39 6.65 0.79
H 3.56 6.62 -0.88
H 2.86 5.13 -0.51
H 1.07 5.94 -2.18
H 1.10 7.53 -1.36
C 1.36 -6.65 3.58
C 1.21 -5.15 3.44
O 1.81 -4.73 2.21
S 2.39 -5.94 1.31
O 3.77 -5.61 1.08
O 1.52 -6.18 0.18
O 2.18 -7.08 2.47
H 0.40 -7.15 3.45
H 1.88 -7.01 4.46
H 1.68 -4.56 4.22
H 0.16 -4.88 3.36
C -1.71 -6.96 -1.38
C -1.73 -6.94 -2.92
O -1.60 -5.54 -3.18
S -2.43 -4.64 -2.11
O -3.85 -4.77 -2.29
O -1.86 -3.36 -1.89
O -2.11 -5.68 -0.91
H -0.82 -7.22 -0.80
H -2.40 -7.72 -1.01
H -2.66 -7.27 -3.39
H -0.85 -7.44 -3.31
C -0.62 -1.49 -3.97
C 0.62 -2.40 -4.05
O 1.61 -1.54 -4.60
S 1.05 -0.08 -5.03
O 1.43 0.26 -6.37
O 1.34 0.87 -3.98
O -0.47 -0.62 -5.08
H -0.68 -0.90 -3.05
H -1.57 -2.02 -4.05
H 0.50 -3.32 -4.63
H 0.86 -2.78 -3.05
*
```

The frontier orbital gap is 8.23 eV. The value obtained for the HOMO energy is -8.11 eV. For the total energy, the calculation gives -145588.325 eV. As for the max |F|: 3.079 eV/Å.